[1]
DFT (ωB97M-V/def2-TZVPD) results for a molecular structure, C4H6O3Pb.

Results
Net charge: -2
E: -574.27437 hartree
2S+1: 1

CARTESIAN COORDINATES (ANGSTROEM)
H (-1.54931, -0.10392, -0.83832)
C (-1.43645, -1.15754, -0.56450)
C (-1.23605, -1.54386, 0.70213)
H (-1.37121, -0.81057, 1.49629)
H (-1.27857, -2.61786, 0.91915)
O (-1.42398, -1.89257, -1.68872)
O (-1.38360, -3.29244, -1.44115)
Pb (0.55441, -3.96929, -2.00269)
C (1.52405, 2.47032, 1.10885)
C (0.91089, 1.44227, 0.50011)
O (2.24544, 3.52809, 0.55174)
H (1.53804, 2.61572, 2.20113)
H (1.00017, 1.57011, -0.60262)
H (1.90616, 3.76151, -0.34138)

Atomic forces in eV per Å
0.2 -0.3 0.1
0.4 0.4 0.6
-1.3 -0.6 -0.3
0.5 -0.2 -0.3
0.4 0.5 0.0
-0.4 0.5 -0.4
-0.9 -0.1 0.5
1.1 -0.6 -0.4
-1.3 -1.7 0.1
0.1 1.0 0.6
0.8 2.1 -1.2
0.1 -0.1 -0.2
0.1 -0.1 -0.1
0.2 -0.8 0.9

[2]
DFT (ωB97M-V/def2-TZVPD) results for a molecular structure, C43H36BaN7O3S.

Results
Net charge: -1
E: -2693.04801 hartree
2S+1: 1

CARTESIAN COORDINATES (ANGSTROEM)
Ba (0.39364, -0.01715, -0.12765)
C (-0.18038, -4.60053, -0.02127)
O (1.17608, -4.35254, 0.41913)
C (1.14197, -3.12120, 0.96431)
N (0.01436, -2.58165, 1.18457)
C (-0.99945, -3.56917, 0.77267)
C (-2.17306, -2.99259, 0.01514)
C (-2.60907, -1.68277, 0.19169)
C (-3.70137, -1.20189, -0.51631)
C (-4.38746, -2.02760, -1.39332)
C (-3.97368, -3.34140, -1.55971)
C (-2.87360, -3.81596, -0.86247)
C (2.45163, -2.47840, 1.18374)
C (3.63911, -3.14500, 0.91143)
C (4.81837, -2.42506, 0.98624)
C (4.77421, -1.07942, 1.30127)
C (3.53621, -0.51006, 1.57221)
N (2.40620, -1.20315, 1.54768)
C (3.40164, 0.93691, 1.83782)
N (2.31776, 1.57329, 2.03319)
C (2.73455, 2.95225, 2.35356)
C (4.14645, 3.00751, 1.77201)
O (4.56524, 1.62869, 1.86305)
C (1.84617, 4.07338, 1.88352)
C (2.05459, 5.33369, 2.44221)
C (1.30200, 6.42495, 2.04009)
C (0.31143, 6.26534, 1.08007)
C (0.08824, 5.01432, 0.52703)
C (0.86207, 3.92762, 0.91486)
H (-0.41848, -5.63740, 0.20324)
H (-0.22265, -4.41637, -1.09611)
H (-1.38447, -4.02392, 1.69483)
H (-2.11424, -1.00804, 0.88008)
H (-3.99103, -0.16758, -0.38408)
H (-5.23358, -1.64613, -1.95085)
H (-4.49399, -3.99505, -2.24898)
H (-2.54737, -4.83676, -1.02588)
H (3.61976, -4.18086, 0.60738)
H (5.76205, -2.89941, 0.75224)
H (5.66007, -0.46307, 1.29947)
H (2.79167, 3.00986, 3.44940)
H (4.84921, 3.62116, 2.32916)
H (4.12781, 3.28589, 0.71519)
H (2.81203, 5.45533, 3.21021)
H (1.47929, 7.39588, 2.48619)
H (-0.29305, 7.10960, 0.77322)
H (-0.69745, 4.86253, -0.20210)
H (0.63653, 2.97126, 0.46424)
N (2.17430, 1.48291, -3.80207)
C (2.66965, 0.61338, -2.83327)
S (2.98958, 1.34290, -1.27491)
N (2.80597, -0.60828, -3.22294)
N (3.45820, -1.48928, -2.39016)
C (3.02462, -2.69027, -2.45364)
C (1.81572, -3.16942, -3.16739)
C (1.89454, -4.16230, -4.13251)
C (0.76482, -4.61624, -4.80505)
C (-0.46865, -4.05685, -4.48460)
C (-0.57959, -3.08745, -3.50227)
C (0.55290, -2.62913, -2.79445)
O (0.47266, -1.79845, -1.80671)
H (1.69289, 2.28248, -3.42570)
H (1.69807, 1.00482, -4.55339)
H (3.61474, -3.42330, -1.90356)
H (2.86853, -4.57447, -4.37950)
H (0.84761, -5.37800, -5.56999)
H (-1.36185, -4.38686, -5.00541)
H (-1.54310, -2.66324, -3.24267)
N (-0.77350, 1.08519, 2.49190)
C (-2.13546, 0.86670, 2.70559)
C (-2.52648, 0.02002, 3.74255)
C (-3.86197, -0.26080, 3.97644)
C (-4.83560, 0.30912, 3.17160)
C (-4.44572, 1.14453, 2.13476)
C (-3.11003, 1.44125, 1.86682)
C (-2.77520, 2.26409, 0.66199)
C (-3.55173, 3.39917, 0.40630)
C (-3.41646, 4.08923, -0.79065)
C (-2.50338, 3.63123, -1.73165)
C (-1.70642, 2.52806, -1.43422)
C (-1.78147, 1.80205, -0.23038)
H (-0.56197, 1.93399, 1.98699)
H (-0.17164, 0.95070, 3.28905)
H (-1.75949, -0.42777, 4.36588)
H (-4.13595, -0.92922, 4.78356)
H (-5.88341, 0.09097, 3.33360)
H (-5.19587, 1.56512, 1.47478)
H (-4.26948, 3.74122, 1.14635)
H (-4.02042, 4.96720, -0.98908)
H (-2.40583, 4.14313, -2.68423)
H (-0.99005, 2.22256, -2.20140)

Atomic forces in eV per Å
0.1 0.2 -0.1
0.0 0.0 0.0
0.0 0.0 0.0
-0.2 -0.1 0.0
0.0 -0.1 0.0
0.0 0.0 0.0
0.0 0.0 0.0
0.0 -0.1 0.0
0.0 0.0 0.0
0.0 0.0 0.0
0.0 0.0 0.0
0.0 0.0 0.0
0.2 0.0 0.0
0.0 0.0 0.0
0.0 0.0 0.0
0.0 0.0 0.0
0.1 -0.1 0.0
-0.1 0.1 -0.1
0.0 0.2 0.0
0.0 0.0 0.0
0.0 0.0 0.0
0.0 0.0 0.0
0.0 0.0 0.0
0.0 0.0 0.0
0.0 0.0 0.0
0.0 0.0 0.0
0.0 0.0 0.0
0.0 0.0 0.0
-0.1 0.0 0.1
0.0 0.0 0.0
0.0 0.0 0.0
0.0 0.0 0.0
0.0 -0.1 0.1
0.0 0.0 0.0
0.0 0.0 0.0
0.0 0.0 0.0
0.0 0.0 0.0
0.0 0.0 0.0
0.0 0.0 0.0
0.0 0.0 0.0
0.0 0.0 0.0
0.0 0.0 0.0
0.0 0.0 0.0
0.0 0.0 0.0
0.0 0.0 0.0
0.0 0.0 0.0
0.0 0.0 0.0
0.2 0.0 0.0
0.0 0.0 0.0
0.1 -0.1 0.0
0.0 0.0 0.0
0.0 0.1 0.0
0.0 -0.1 0.0
0.0 0.1 -0.1
0.1 0.0 0.0
0.0 0.0 0.0
0.0 0.0 0.0
0.0 0.0 0.0
0.0 0.0 0.0
0.3 -0.1 0.0
-0.4 0.0 0.1
0.0 0.0 0.0
0.0 0.0 0.0
0.0 0.0 0.0
0.0 0.0 0.0
0.0 0.0 0.0
0.0 0.0 0.0
0.0 0.0 0.0
0.1 0.0 -0.2
-0.1 0.0 0.1
0.0 0.0 0.0
0.0 0.0 0.0
0.0 0.0 0.0
0.0 0.0 0.0
0.0 0.0 0.0
0.0 -0.1 0.0
0.0 0.0 0.0
0.0 0.0 0.0
0.0 0.0 0.0
0.0 0.0 0.1
-0.1 0.1 -0.1
0.0 0.1 0.0
0.0 0.0 0.0
0.0 0.0 0.0
0.0 0.0 0.0
0.0 0.0 0.0
0.0 0.0 0.0
0.0 0.0 0.0
0.0 0.0 0.0
0.0 0.0 0.0
0.0 0.0 0.0

[3]
DFT (ωB97M-V/def2-TZVPD) results for C3H2O2 in the gas phase.

Results
Net charge: 0
E: -265.92390 hartree
2S+1: 1

CARTESIAN COORDINATES (ANGSTROEM)
C (0.73256, 0.27660, -0.07186)
C (-0.71190, -0.00019, -0.14061)
C (-1.93770, 0.13886, -0.02836)
H (2.28329, -0.76724, 0.10028)
H (-2.98769, -0.04238, 0.20107)
O (1.36063, -0.97299, -0.03586)
O (1.26081, 1.36734, -0.02465)

Atomic forces in eV per Å
0.1 -0.8 -0.1
-3.1 1.7 0.4
2.7 -1.2 0.1
0.9 -0.1 0.0
0.8 0.4 -0.4
-0.8 2.0 0.0
-0.6 -2.0 -0.1